Entry 1:
DFT (ωB97M-V with the def2-TZVPD basis set) results for a cluster of 15 separate species, C54H150N12O18 in total in a non-equilibrium geometry.

The geometry in ORCA input format:
```
! wB97M-V def2-TZVPD RIJCOSX def2/J DEFGRID3
* xyz 0 1
C 16.9356 12.8887 18.6006
C 15.8570 11.9843 18.1989
O 16.2765 10.8996 17.3476
O 17.5630 13.4980 17.5116
H 17.7291 12.2448 19.0350
H 16.5896 13.4927 19.4254
H 15.0905 12.5777 17.7137
H 15.4211 11.4928 19.0677
H 16.6675 11.2725 16.5702
H 18.4951 13.6136 17.6698
C 20.7123 13.1266 16.0863
C 19.8213 12.9423 14.8552
O 19.9824 14.0388 13.9412
O 20.4539 14.2408 16.9511
H 21.7657 13.1381 15.7465
H 20.5819 12.1866 16.7360
H 18.7849 12.9140 15.2030
H 20.0760 11.9754 14.4192
H 19.5843 13.7945 13.0894
H 20.6497 15.0346 16.4320
C 15.0560 15.7831 19.3616
C 13.8978 16.8199 19.3811
O 14.3182 18.1040 18.8536
O 16.1809 16.4716 19.9205
H 15.3020 15.4891 18.3389
H 14.9331 14.9204 20.0142
H 13.5910 16.9873 20.4176
H 13.0777 16.5701 18.7554
H 15.2535 18.2372 19.0752
H 16.8511 15.8316 20.2286
C 25.7043 10.5397 13.1670
C 24.1994 10.3753 13.4117
C 23.3543 11.0988 12.3578
O 23.7026 12.4996 12.3631
C 22.8356 13.2910 11.5941
N 23.8494 8.9420 13.3253
H 25.9527 9.9955 12.2342
H 26.2930 10.3292 14.0720
H 25.7790 11.6384 12.9542
H 23.9746 10.8100 14.3762
H 22.2778 10.9052 12.4408
H 23.6316 10.6803 11.3997
H 23.3313 14.2565 11.4534
H 21.8384 13.4515 12.0591
H 22.7022 12.8946 10.5808
H 22.8735 8.7245 13.4704
H 24.3497 8.4105 14.0443
C 10.6043 18.1008 14.0028
C 10.4976 19.3886 14.8464
C 10.9958 19.1954 16.2501
O 10.8861 20.3143 17.0414
C 11.5267 20.0597 18.3364
N 11.1523 20.5364 14.2198
H 9.9321 17.3361 14.4096
H 11.6225 17.7216 13.8957
H 10.3096 18.2837 12.9397
H 9.4370 19.5829 14.8903
H 12.0502 18.8900 16.1844
H 10.5244 18.3810 16.7678
H 10.9146 19.3157 18.8134
H 11.6902 20.9805 18.8704
H 12.5068 19.5917 18.2172
H 11.2409 21.2645 14.9128
H 12.1010 20.2956 13.9702
C 25.6354 13.1674 15.9535
C 25.9494 14.4836 15.2585
C 27.4793 14.6757 15.2727
O 27.9008 14.6450 16.6359
C 29.2454 14.9978 16.8104
N 25.3480 14.5172 13.8722
H 24.5622 12.9866 15.8077
H 25.7951 13.1723 17.0533
H 26.0923 12.3070 15.5131
H 25.5031 15.2773 15.8824
H 27.6046 15.6834 14.7972
H 28.0333 13.8994 14.6868
H 30.0199 14.3715 16.3099
H 29.4573 15.0588 17.8891
H 29.2609 16.0430 16.4003
H 25.8117 13.8858 13.2423
H 24.4206 14.1483 13.9187
C 19.1907 11.0063 10.4610
C 17.9367 11.6752 10.9797
C 17.9852 13.1628 10.6312
O 19.2078 13.7267 11.2479
C 19.3445 15.0992 11.0689
N 16.6782 11.0882 10.5523
H 19.3216 9.9934 10.8320
H 20.0670 11.6595 10.7622
H 19.1515 10.9247 9.3286
H 18.0430 11.6913 12.0964
H 17.0599 13.6599 10.9712
H 18.0387 13.3341 9.5181
H 18.4211 15.6081 11.1756
H 19.6775 15.2711 10.0574
H 20.1815 15.4288 11.7183
H 16.1081 10.5346 11.1733
H 16.5993 10.9313 9.5756
C 25.6923 18.1302 15.2668
C 25.9966 19.1820 14.1224
C 27.1745 20.0870 14.5681
O 27.5157 20.8708 13.4470
C 28.7477 21.5266 13.5473
N 26.2661 18.4284 12.9195
H 25.0125 18.4977 16.0302
H 26.6664 17.9126 15.7232
H 25.2831 17.2649 14.7497
H 25.0919 19.7966 14.1040
H 28.0165 19.5667 14.9757
H 26.7054 20.6575 15.3934
H 28.9792 22.1463 12.7202
H 29.5649 20.8264 13.6479
H 28.8147 22.1729 14.4319
H 26.6997 19.0654 12.2760
H 26.8558 17.6460 13.1132
C 14.4041 16.5810 12.9468
C 15.1319 15.4813 12.1650
C 14.6568 14.1319 12.6547
O 15.1098 13.8789 14.0136
C 16.4124 13.6525 14.2499
N 14.7612 15.5699 10.7265
H 14.5287 16.4815 14.0381
H 13.3909 16.5592 12.6355
H 14.9468 17.4865 12.6456
H 16.2241 15.5209 12.3452
H 14.9229 13.2675 12.0109
H 13.5538 14.0814 12.7354
H 17.1096 14.4441 13.9890
H 16.8353 12.7637 13.6948
H 16.5310 13.4462 15.3428
H 15.0176 14.7442 10.1743
H 15.0133 16.4117 10.2618
C 17.8246 17.5533 14.2254
C 18.8177 17.0729 15.2352
C 20.1416 17.0049 14.5399
O 21.1598 16.4632 15.4104
C 22.3331 16.1192 14.6951
N 19.0542 18.0621 16.2663
H 16.7699 17.4636 14.5860
H 17.9462 17.0514 13.2962
H 18.0468 18.6042 14.0816
H 18.4787 16.1239 15.6115
H 20.4576 18.0597 14.3130
H 20.1322 16.2336 13.7309
H 22.1174 15.6425 13.7494
H 22.8970 15.5155 15.4222
H 22.9077 17.0078 14.4324
H 19.8787 17.8728 16.8167
H 18.2207 18.1647 16.8370
C 15.1509 20.9681 15.6415
C 16.0405 21.9658 16.3691
C 16.0972 21.7763 17.8267
O 14.9517 22.3121 18.4625
C 15.1144 22.4881 19.8704
N 17.4076 21.9606 15.8180
H 15.0828 21.3018 14.6005
H 14.1327 20.8236 15.9150
H 15.6904 19.9975 15.6147
H 15.7140 22.9845 16.1808
H 17.0089 22.2604 18.1559
H 16.2566 20.6873 18.0676
H 15.9501 23.2046 20.0662
H 15.3507 21.5342 20.3685
H 14.1743 22.9036 20.3340
H 17.4960 22.7990 15.3337
H 17.5890 21.2553 15.1063
C 20.3522 22.2748 12.3991
C 20.6041 21.0926 13.3137
C 21.8946 20.4289 12.9430
O 21.8184 19.9075 11.6658
C 23.0702 19.4470 11.2489
N 20.6619 21.6441 14.6372
H 21.2194 22.9277 12.4908
H 19.3805 22.7199 12.7428
H 20.1816 21.9499 11.3302
H 19.7572 20.3583 13.1238
H 22.1369 19.6512 13.6874
H 22.6875 21.1533 12.9984
H 22.9733 19.0762 10.2198
H 23.5128 18.6708 11.9005
H 23.8155 20.2657 11.2141
H 21.5598 22.0524 14.9061
H 20.5149 20.8992 15.3280
C 18.4233 18.2216 10.2216
C 17.8183 19.5801 9.8830
C 17.2228 20.3354 11.0695
O 16.5638 21.5059 10.5753
C 16.1624 22.4632 11.5523
N 18.9144 20.2554 9.1956
H 18.6423 17.7153 9.2985
H 17.6559 17.6046 10.7212
H 19.3325 18.2208 10.8304
H 17.0102 19.4676 9.1871
H 18.0035 20.6293 11.8441
H 16.5082 19.7232 11.6684
H 15.6452 23.3090 11.0402
H 17.0265 22.7556 12.1264
H 15.4331 22.0449 12.2720
H 18.5974 21.1635 8.8311
H 19.6357 20.5325 9.8713
C 19.8039 16.1781 19.2491
C 19.6978 15.2948 20.4220
C 20.9696 15.2682 21.3048
O 20.7411 14.5790 22.5783
C 21.7108 14.9497 23.5310
N 18.5101 15.7768 21.2362
H 20.0668 17.2029 19.5488
H 18.8701 16.1654 18.6654
H 20.6706 15.8680 18.6837
H 19.4597 14.2643 20.1103
H 21.2014 16.3326 21.4894
H 21.9011 14.8846 20.8783
H 22.6789 14.7849 23.1371
H 21.5619 14.3426 24.3729
H 21.4823 16.0122 23.7199
H 18.7047 16.7369 21.4321
H 18.5426 15.3512 22.1459
C 23.7222 15.0368 18.4845
C 24.8660 15.7290 19.1709
C 26.0735 14.8765 19.5315
O 25.9047 13.9401 20.5998
C 26.4315 12.6608 20.4465
N 25.2356 16.9541 18.4454
H 23.3295 14.1857 19.0041
H 23.9981 14.6541 17.4832
H 22.8694 15.6804 18.2770
H 24.4298 16.0397 20.0799
H 26.9441 15.4010 19.8806
H 26.4267 14.3973 18.6193
H 26.9984 12.3803 21.3432
H 27.1239 12.7123 19.5769
H 25.7127 11.8382 20.0904
H 25.8367 17.5374 19.0152
H 25.5510 16.9668 17.4730
*
```

Values from the calculation:
Kohn-Sham gap = 9.283 eV

Entry 2:
DFT (ωB97M-V with the def2-TZVPD basis set) results for an isolated molecule of C6H11NO3 in a non-equilibrium geometry.

The geometry in ORCA input format:
```
! wB97M-V def2-TZVPD RIJCOSX def2/J DEFGRID3
* xyz 0 1
C 0.9176 1.7507 -1.0553
N 0.8707 0.5495 -0.1886
C 0.3590 0.7133 1.2285
O 2.1966 0.0647 -0.1008
O -0.6024 1.6616 1.2638
O 1.0799 0.4363 2.1659
H 2.3222 -0.0785 0.8628
H -0.8670 1.7738 2.1883
H 1.4723 1.5561 -1.9674
H 1.3806 2.5555 -0.4902
H -0.0981 2.0429 -1.3121
C -1.0543 -1.0242 0.5637
C -0.1215 -0.7763 -0.7033
C -2.3799 -0.7877 0.5283
C 0.5251 -1.9176 -1.1923
H -0.6729 -1.7617 1.2650
H -0.7490 -0.2764 -1.4398
H -2.8460 -0.2256 -0.2731
H 1.1971 -2.4662 -0.5471
H -3.0848 -1.2571 1.2008
H 0.1547 -2.5333 -1.9970
*
```

Values from the calculation:
Kohn-Sham gap (alpha / beta) = 5.903 / 5.907 eV

Calculated energy above the lowest of the compared OMol25 structures with the same formula, charge and spin, 21.4 177.2 kcal per mole (same order as the records).
Calculated total energy, -4158.45112 -515.46787 hartree (same order as the records).